(1)
Below is a 2-piece molecular cluster, C2H10N4 overall in a non-equilibrium geometry, with properties calculated with ωB97M-V/def2-TZVPD.

```
16
Properties=species:S:1:pos:R:3:forces:R:3
H 0.87717 2.75972 -1.49172 -0.63 -0.31 -0.53
H 0.55022 1.77883 0.45396 0.19 -0.13 0.06
N 1.33936 1.37423 -0.04705 -0.46 -0.60 -0.34
C 1.38879 1.83351 -1.22868 1.27 1.41 0.70
N -2.83550 -1.50064 0.96522 -0.68 0.21 0.89
H -3.45064 -2.27679 0.81638 -0.15 -0.27 0.00
C -1.53315 -1.90090 1.41050 1.47 0.08 -1.17
H 0.35296 -1.45524 1.27406 0.70 0.57 -0.40
H -2.91252 -0.88364 0.18192 0.51 0.26 -0.26
H 3.10365 0.94124 -1.66965 0.09 0.10 -0.37
N 2.37796 1.47879 -2.12855 -0.84 -0.95 0.99
H -1.23546 -2.84529 0.93817 -0.29 -0.39 0.09
H 2.65150 2.20429 -2.74111 0.44 0.46 -0.57
H -0.50772 -0.75512 0.03897 0.36 -0.14 -0.36
H -1.43086 -2.05972 2.48896 -0.50 0.27 0.00
N -0.46694 -0.92039 1.03029 -1.48 -0.56 1.26
```
Forces are in eV/Å.

Computed properties:
ΔE to the lowest compared entry with this formula, charge and spin	108.9	kJ/mol
electronic energy	-301.18669	hartree
net charge	0
maximum force	0.039	Eh/bohr
frontier orbital gap	9.59	eV
structure (SMILES)	[H]/N=C/N.NCN



(2)
Below is one molecule with the formula C7H13N3O4 in a non-equilibrium geometry, with properties calculated with ωB97M-V/def2-TZVPD.

```
27
Properties=species:S:1:pos:R:3:forces:R:3
O 1.92365 -2.11524 -0.04745 -0.76 0.03 -0.31
H 0.87424 1.07567 2.06993 -0.16 0.20 -1.46
C -0.35595 -2.59439 -0.82834 0.89 0.58 -2.51
C 1.13326 -2.82228 -0.64040 0.54 1.61 1.05
O 1.53197 -3.91958 -1.23070 0.78 -1.38 -0.99
H 0.20882 2.88636 -2.99417 1.02 0.78 -0.02
H 1.60690 2.63173 0.25257 -0.71 0.29 0.05
H -0.81391 -3.44149 -0.38355 -0.92 -0.57 0.53
H -0.51560 -2.65872 -1.96976 0.07 -0.04 1.73
O -0.75901 1.41125 -1.58479 -0.11 -0.05 -0.19
O -1.14705 -1.92025 1.78199 -0.12 -0.28 1.28
C -1.01178 -1.04177 0.97872 0.69 0.31 -2.79
N -1.48428 0.70224 2.54691 -0.88 1.60 1.04
H -1.32374 -0.10503 3.10758 0.44 -0.74 0.48
N 0.69483 3.04617 -2.10894 -1.35 -1.19 0.34
C 0.10005 2.18852 -1.20672 1.15 0.47 0.17
H -1.71355 0.91435 0.49617 0.80 0.01 0.44
H 1.50864 3.62114 -1.92727 -0.50 -0.24 -0.27
N -0.80514 -1.33197 -0.37152 -0.63 0.53 1.69
H 1.10466 0.21408 0.48717 -0.56 0.60 0.37
H 2.51005 -3.91368 -1.19030 -0.47 -0.17 0.15
C 0.48635 0.99076 1.00129 -0.50 -0.56 1.42
H -0.10385 3.05706 0.62552 -0.36 0.76 0.86
C -0.98716 0.50673 1.23646 -0.43 -2.03 -1.14
H -2.49776 0.80812 2.56699 0.35 0.16 -0.21
H -0.70923 -0.49431 -0.91338 0.21 0.02 -0.76
C 0.54456 2.30453 0.24598 1.51 -0.70 -0.95
```
Forces are in eV/Å.

Computed properties:
ΔE to the lowest compared entry with this formula, charge and spin	69.5	kJ/mol
electronic energy	-739.81604	hartree
net charge	0
maximum force	0.056	Eh/bohr
frontier orbital gap	9.63	eV
structure (SMILES)	NC(=O)CC[C@H](N)C(=O)NCC(=O)O



(3)
Below is one molecule with the formula C3H10N4 in a non-equilibrium geometry, with properties calculated with ωB97M-V/def2-TZVPD.

```
17
Properties=species:S:1:pos:R:3:forces:R:3
H -0.66473 0.27365 -1.37758 0.19 -0.06 -0.10
H -2.84325 0.91255 0.25627 0.32 -0.15 -0.02
H 1.64591 -0.01847 -1.78660 0.05 -0.14 0.54
H -1.57295 -1.10245 -0.73656 0.03 0.28 0.08
H 2.72891 -1.84943 0.20983 -0.11 -0.41 -0.38
C -1.87918 1.30436 0.60635 0.07 0.00 0.31
N 0.47280 -1.31786 -0.65728 -1.17 1.16 0.87
H 0.49845 -1.96707 0.11866 0.17 -0.20 -0.11
H 0.91304 0.05063 1.70566 0.26 0.82 -0.94
H -2.06368 1.75622 1.58784 0.23 -0.13 -0.23
N -0.89747 0.22816 0.72732 2.91 0.49 0.37
H 0.93744 1.33791 0.43198 0.17 -0.81 0.34
N 0.46839 0.79387 1.15956 -3.34 -0.40 0.34
C 1.69046 -0.74994 -0.95973 1.46 -2.04 -0.79
C -0.69786 -0.46188 -0.56042 -0.59 -0.22 -0.47
H -1.55847 2.08924 -0.09184 0.02 0.01 -0.02
N 2.82218 -1.27951 -0.63342 -0.66 1.80 0.21
```
Forces are in eV/Å.

Computed properties:
ΔE to the lowest compared entry with this formula, charge and spin	197.5	kJ/mol
electronic energy	-339.25274	hartree
net charge	0
maximum force	0.066	Eh/bohr
frontier orbital gap	10.36	eV
structure (SMILES)	[H]/N=C\NCN(C)N



(4)
Below is C29H35Br2NO5V as an isolated structure in a non-equilibrium geometry, with properties calculated with ωB97M-V/def2-TZVPD.

```
73
Properties=species:S:1:pos:R:3:forces:R:3
H 1.10376 -3.28016 2.59548 0.12 0.10 -0.01
H 0.55939 -2.54471 -1.99538 0.14 -0.11 0.11
C 1.15499 1.21485 0.18928 0.30 0.14 -0.15
Br -4.70293 2.04357 1.01589 0.03 -0.02 0.02
H -1.23878 4.76624 1.35097 0.01 0.13 0.06
C 1.31731 0.09953 -0.70963 -0.06 0.01 0.08
O 2.19648 1.87654 4.48177 -0.45 -0.40 -0.36
C 0.78221 -3.17748 1.55664 -0.14 0.09 0.16
C 0.34647 0.26304 -1.72104 -0.07 -0.18 0.06
H -1.22348 4.15965 -1.64559 -0.11 -0.04 -0.10
H 1.05129 -4.08434 1.01207 0.06 0.03 -0.03
H -1.88002 -0.91276 -4.09674 0.03 -0.07 -0.07
C -1.57428 -4.00049 1.58578 0.16 0.29 -0.08
C -2.44872 -1.45487 1.36061 -0.83 0.46 -0.24
C -0.12861 -0.65253 -2.84099 0.01 -0.14 -0.20
H 3.54537 1.38372 -1.20559 0.01 0.14 0.08
H 0.95283 0.38208 -4.39846 0.03 0.12 -0.05
C 3.29441 -0.55843 0.74063 -0.06 0.13 -0.12
O 0.60009 1.58871 2.94357 -0.45 1.14 -0.47
C -1.15332 3.72647 1.02656 0.12 -0.07 -0.06
C 1.38882 1.19729 3.85086 1.28 0.20 1.48
C -0.30839 1.49885 -1.48324 0.01 0.26 -0.06
H 2.27358 -2.69996 -0.69191 -0.09 -0.11 0.05
H 1.42596 3.57882 1.67570 0.11 -0.02 0.11
C 0.21403 2.12382 -0.36897 0.22 0.02 -0.02
C -1.49218 -0.18608 -3.37997 0.18 -0.06 0.07
H -1.18108 -5.00522 1.67855 0.10 0.00 -0.01
H 1.95842 1.55234 0.82730 -0.02 0.00 0.08
V -0.16863 0.15060 1.85532 0.45 -0.43 -1.99
O 0.21524 -0.78157 3.45065 -0.58 -1.34 0.16
C -3.42118 -2.48415 1.44587 -0.19 0.37 0.03
H 1.28182 -2.31873 1.11959 0.17 -0.09 -0.03
H 3.71386 0.41273 0.99540 -0.02 0.08 0.08
H -1.09677 1.90987 -2.09050 -0.16 -0.02 -0.04
C 0.83168 -0.64043 -4.04484 -0.12 -0.05 0.19
H -0.30308 5.48359 -0.93075 -0.03 0.11 0.06
H 2.54916 -0.79688 1.50060 0.08 -0.06 0.02
C -4.16455 0.22644 1.20045 0.32 0.37 -0.03
H 4.64027 0.02134 -1.51566 0.19 -0.03 -0.01
H -1.40362 0.77061 -3.88673 -0.06 0.19 -0.07
C 3.60220 0.35628 -1.55489 -0.08 -0.16 0.10
H -0.97626 3.08952 1.89122 -0.15 0.13 0.06
C -4.76412 -2.06851 1.43957 -0.18 0.04 -0.07
C 2.85568 -1.97285 -1.24767 -0.07 0.17 0.03
H -6.18251 -0.46674 1.29119 -0.03 0.00 -0.02
C 0.01096 3.56736 0.04553 -0.06 0.20 0.05
H 1.17187 5.16541 0.93629 -0.02 0.11 0.04
H -1.04014 -2.04178 -1.48076 -0.08 -0.07 0.13
H 1.81590 -1.02483 -3.79484 0.11 -0.04 0.02
H -2.20693 -0.08933 -2.56805 -0.14 0.03 0.09
C -5.13930 -0.74398 1.30292 -0.06 -0.27 0.00
Br -6.15851 -3.36874 1.63514 0.03 0.01 -0.03
H 3.90588 -2.26678 -1.18567 0.08 -0.01 0.01
C 2.70210 -0.55265 -0.68737 0.17 -0.12 -0.04
O -1.83223 0.77379 1.30576 -0.14 1.36 0.17
C -2.95087 -3.80156 1.55974 -0.01 -0.42 0.03
C -0.35656 -2.07753 -2.32597 -0.01 0.15 -0.07
C -0.26737 4.42670 -1.20131 0.07 -0.18 0.22
C -2.79320 -0.07484 1.27243 -1.51 -1.28 -0.04
C 1.19644 -0.32834 4.11929 1.81 0.12 1.78
H 0.51186 4.28258 -1.94916 0.06 0.00 -0.07
H -0.79868 -2.69833 -3.10762 -0.04 -0.11 -0.10
H 0.42685 -1.24175 -4.86157 -0.02 -0.10 -0.11
O 1.91258 -0.97207 4.88264 -0.55 0.45 -0.54
H -3.63397 -4.63670 1.63193 -0.03 0.07 0.00
H 2.15632 3.95052 0.10325 0.09 -0.01 -0.06
H -2.08773 3.42907 0.55873 -0.10 -0.09 0.02
H 4.10305 -1.28627 0.81586 0.04 -0.08 0.02
N -1.11183 -1.66378 1.36954 0.18 0.19 0.09
H 2.57015 -2.01629 -2.29204 -0.08 -0.09 -0.14
C -0.69216 -2.93761 1.49815 0.22 -1.04 -0.01
H 3.26471 0.34006 -2.58799 -0.02 -0.01 -0.16
C 1.27800 4.09807 0.73219 -0.17 -0.10 -0.08
```
Forces are in eV/Å.

Computed properties:
electronic energy	-7649.21414	hartree
net charge	-2
maximum force	0.049	Eh/bohr
frontier orbital gap (spin up / spin down)	3.98 / 5.75	eV
2S+1	4



> What is the formula in the fourth record?

C29H35Br2NO5V